P:
Entry from OMol25: a cluster of 11 separate species, H21O11 in total (wB97M-V/def2-TZVPD).

Bonds (Å) are listed after each position.
Cartesian coordinates (Å):
1 O -2.8658 1.9053 0.5929  H2 0.950, H25 0.917
2 H -2.4411 2.5018 1.1987  O1 0.950
3 H 1.8925 -2.0531 3.1739  O10 0.913
4 O -1.0373 -1.5760 -2.4269  H7 1.005, H17 1.076
5 H -0.2023 -0.4722 2.4171  O28 0.891
6 O -0.7945 0.0972 -0.3757  H21 0.989
7 H -0.6381 -2.2472 -1.7947  O4 1.005
8 H 1.9595 -1.3656 1.6945  O10 0.966
9 O -3.4562 -0.7578 -0.8033  H23 1.022, H30 0.924
10 O 1.6459 -1.3802 2.6080  H3 0.913, H8 0.966
11 H -0.8728 1.6281 -1.0678  O32 0.998
12 H 3.7730 -1.7590 -0.2199  O22 0.958
13 H -1.9826 -2.7281 0.8248  O29 0.892
14 H 3.0844 -0.4015 -0.2019  O22 1.024
15 H -1.0226 3.1283 -1.1851  O32 0.894
16 H -0.9292 -1.7515 0.4964  O29 0.858
17 H -0.7366 -0.8990 -1.6469  O4 1.076
18 H 1.9242 3.2542 -0.1871  O19 0.924
19 O 1.5737 2.5242 0.2589  H18 0.924, H24 1.017
20 O 2.5401 0.7481 -1.4245  H27 0.970, H31 0.977
21 H 0.1563 -0.0305 -0.1374  O6 0.989
22 O 3.4448 -1.1290 0.4226  H12 0.958, H14 1.024
23 H -2.4778 -0.4626 -0.8138  O9 1.022
24 H 1.5935 1.7776 -0.4321  O19 1.017
25 H -2.3298 1.2507 0.2401  O1 0.917
26 H -0.7547 0.1174 1.4319  O28 1.012
27 H 2.1257 0.3723 -2.2175  O20 0.970
28 O -0.7303 0.2456 2.4351  H5 0.891, H26 1.012
29 O -1.1368 -2.5791 0.5827  H13 0.892, H16 0.858
30 H -3.6892 -1.2662 -0.0683  O9 0.924
31 H 3.4632 0.9208 -1.6931  O20 0.977
32 O -1.0791 2.3871 -1.6816  H11 0.998, H15 0.894

Output
**Charge**: -1
**HOMO-LUMO gap**: 8.3922 eV
**HOMO level**: -6.338 eV
**LUMO energy**: 2.05 eV

---

Q:
Entry from OMol25: a cluster of 11 separate species, H21O11 in total (wB97M-V/def2-TZVPD).

Bonds (Å) are listed after each position.
Cartesian coordinates (Å):
1 O -2.0362 1.0013 0.5564  H21 1.089, H22 0.917
2 H 1.1159 -2.0370 1.7893  O18 0.914
3 H -3.4924 -2.1631 -0.7734  O9 1.066
4 H 3.5840 -0.2092 1.3639  O20 1.001
5 H -0.9730 -1.9138 2.3598  O17 1.032
6 H -0.1918 -0.4882 0.1744  O26 1.146
7 O 0.3814 2.5993 -0.7812  H25 1.011, H29 0.940
8 O 0.7261 -1.9950 -2.1808  H10 0.910, H19 0.958
9 O -3.3199 -2.0746 -1.8219  H3 1.066, H16 0.956
10 H 0.3160 -1.3918 -1.6369  O8 0.910
11 H -3.0386 3.7725 -0.1367  O28 0.913
12 H -2.9582 3.4957 -1.6265  O28 0.872
13 O -1.0535 -1.6384 0.2547  H31 0.797
14 O 3.1311 3.1281 -1.9254  H15 1.005, H23 0.970
15 H 2.8111 2.6039 -2.7207  O14 1.005
16 H -2.3823 -2.0816 -1.6349  O9 0.956
17 O -1.3701 -2.2324 3.2574  H5 1.032, H32 0.864
18 O 1.7634 -1.4119 1.9492  H2 0.914, H30 0.927
19 H 1.5121 -2.5403 -2.1272  O8 0.958
20 O 4.3326 -0.8722 1.3298  H4 1.001, H24 1.052
21 H -1.5083 0.0491 0.5481  O1 1.089
22 H -1.7349 1.2509 -0.2725  O1 0.917
23 H 2.4394 2.9148 -1.2795  O14 0.970
24 H 3.6168 -1.6427 1.3017  O20 1.052
25 H 0.7366 3.2395 -0.0842  O7 1.011
26 O 0.6021 0.3056 0.4043  H6 1.146, H27 0.976
27 H 0.9093 -0.1388 -0.4085  O26 0.976
28 O -3.4435 3.4834 -0.9025  H11 0.913, H12 0.872
29 H 0.5383 1.7370 -0.4424  O7 0.940
30 H 1.6047 -0.8224 1.2520  O18 0.927
31 H -0.6605 -2.2299 0.6170  O13 0.797
32 H -1.9577 -1.6980 3.5973  O17 0.864

Output
**Charge**: -1
**HOMO-LUMO gap**: 9.9831 eV
**HOMO level**: -7.180 eV
**LUMO energy**: 2.80 eV

---

Most stable to least stable: P, Q